Computed, not measured: 2 unconnected molecules or ions with the total composition C4H11NO, with ωB97M-V/def2-TZVPD.

**LUMO level**: 0.90 eV
**Largest force on an atom**: 2.78 eV Å⁻¹
**Highest occupied orbital energy**: -0.31559 Eh
**Kohn-Sham gap**: 9.49 eV
**Molar mass**: 89.1 g/mol

Cartesian coordinates (Å):
O: 1.51625 1.55845 1.43796
N: -0.72905 -1.08376 -1.57612
C: 0.19742 1.47056 1.92807
C: -0.67740 -2.50730 -1.52245
C: -0.38316 2.44913 2.62860
C: 0.51691 -0.33541 -1.53871
H: -0.81325 -3.13604 -2.40460
H: -1.42039 -0.70234 -0.95086
H: -0.25791 0.58381 1.49158
H: -0.87176 2.35472 3.59695
H: 1.34967 -0.96938 -1.21215
H: 0.27828 -2.87895 -1.10432
H: 0.08158 3.44333 2.62853
H: 0.67263 0.04334 -2.55389
H: 1.35853 2.23137 0.75323
H: 0.50787 0.48907 -0.82262
H: -1.32622 -3.01060 -0.77921

Calculated atomic charges, method natural (NBO), unit e: -0.71 -0.65 0.15 -0.42 -0.51 -0.41 0.18 0.36 0.17 0.23 0.19 0.17 0.19 0.19 0.48 0.19 0.19